Computed, not measured: C21H31N3OP2Rh as an isolated structure at a distorted geometry, with the ωB97M-V functional and the def2-TZVPD basis.

Values from the calculation:
E = -1851.2818 hartree
orbital gap (spin up / spin down) = 6.2 / 6.1 eV
net charge = +1
2S+1 = 5
energy above the lowest of the compared OMol25 structures with the same formula, charge and spin = 8.3 kcal per mole

Each line ends with the Löwdin spin population.
CARTESIAN COORDINATES (ANGSTROEM)
C  -1.690  2.859  -3.827  -0.010
C  -1.431  1.676  -3.146  0.074
C  -0.073  1.327  -2.960  0.043
C  0.966  2.267  -3.138  0.092
C  0.675  3.434  -3.854  -0.008
C  -0.647  3.710  -4.218  0.100
C  2.261  1.882  -2.487  0.061
C  2.571  0.485  -2.922  0.105
C  1.507  -0.423  -2.752  0.064
C  1.728  -1.820  -2.718  0.086
C  2.967  -2.281  -3.158  -0.008
C  3.977  -1.384  -3.537  0.117
C  3.792  -0.006  -3.398  -0.008
H  -2.726  3.106  -4.035  -0.002
H  1.489  4.096  -4.164  -0.002
H  -0.880  4.596  -4.810  0.005
H  3.067  2.565  -2.705  0.001
H  3.130  -3.353  -3.193  -0.002
H  4.910  -1.775  -3.937  0.006
H  4.573  0.696  -3.700  -0.002
N  0.241  0.071  -2.455  0.476
Rh  0.059  0.137  -0.242  1.953
C  -2.470  0.787  -2.510  0.020
H  -2.438  -0.237  -2.912  0.003
H  -3.470  1.205  -2.648  0.002
C  0.629  -2.662  -2.133  0.021
H  -0.302  -2.583  -2.715  0.004
H  0.942  -3.708  -2.074  0.003
P  -2.116  0.632  -0.691  0.107
P  0.181  -2.057  -0.424  0.156
C  1.370  -2.997  0.597  0.029
H  1.127  -2.918  1.666  0.001
H  1.344  -4.050  0.287  0.004
H  2.371  -2.587  0.420  0.010
C  -1.374  -2.983  -0.158  0.045
H  -1.158  -4.059  -0.100  0.010
H  -1.853  -2.670  0.779  0.002
H  -2.056  -2.810  -1.001  0.000
C  -2.431  2.311  -0.059  0.051
H  -3.347  2.728  -0.494  0.009
H  -2.526  2.270  1.033  0.001
H  -1.577  2.947  -0.317  0.009
C  -3.491  -0.342  -0.027  0.002
H  -3.370  -0.427  1.061  0.001
H  -4.437  0.171  -0.241  0.001
H  -3.521  -1.343  -0.470  0.000
H  2.017  1.797  -1.344  0.056
H  1.478  -0.533  0.046  0.181
C  -1.162  2.411  4.204  0.001
N  -1.107  0.969  4.130  0.002
C  -0.722  0.282  3.022  0.011
N  -0.747  -1.065  3.182  0.000
O  -0.386  0.877  1.966  0.115
H  -0.997  2.838  3.210  0.001
H  -0.389  2.787  4.885  0.000
H  -2.145  2.722  4.574  0.000
H  -1.343  0.426  4.951  0.001
H  -0.435  -1.703  2.462  0.002
H  -0.993  -1.431  4.099  0.000